10
Properties=species:S:1:pos:R:3:forces:R:3:lowdin_charge:R:1 method="wB97M-V/def2-TZVPD" largest_force_ev_per_a=3.9 de_lowest_kcal_mol=44.8 e_lumo_ev=-0.042 homo_lumo_gap_ha=0.302 e_tot_ha=-637.81105
N 1.77812 0.72061 0.20896 -0.5 -0.1 1.0 -0.23
Si -1.59918 0.16963 0.20643 1.0 0.9 0.5 0.44
Si 0.60224 -0.55574 0.25562 2.2 -0.1 -3.3 0.38
H 2.48757 0.48574 -0.44136 1.0 -0.5 -0.4 -0.02
H 1.49301 1.62152 -0.10688 -0.6 0.7 0.1 0.00
H -2.12787 -0.91032 -0.43911 -1.3 -2.1 -1.2 -0.17
H -2.46267 0.54216 1.28810 -0.2 0.1 1.0 -0.13
H -1.59847 1.29460 -0.69146 0.2 0.6 -0.5 -0.11
H 1.32410 -1.77725 0.72133 -0.7 0.3 0.4 -0.10
H 1.09998 -1.00240 -1.92412 -1.1 0.2 2.3 -0.05